Record 1
Computed, not measured: 2 unconnected molecules or ions with the total composition C3H12N3O, with ωB97M-V with the def2-TZVPD basis set.

Calculated values
Orbital gap (alpha / beta) in eV: 9.0 / 4.6
Multiplicity: 2
E_HOMO (alpha / beta) in Eh: -0.6639 / -0.6639
Energy relative to the best compared isomer or geometry (same formula, charge and spin) in kcal/mol: 25.3
Charge: +2

XYZ file:
```
19
Properties=species:S:1:pos:R:3:nbo_charge:R:1
C -2.092 0.795 1.069 -0.47
N -0.739 0.865 0.624 -0.20
C 0.092 1.820 1.097 0.35
N 1.336 1.839 0.781 -0.49
H -2.177 -0.057 1.773 0.33
H -2.695 0.581 0.181 0.30
H -2.375 1.688 1.620 0.26
H -0.423 0.035 -0.233 0.42
H -0.260 2.600 1.770 0.27
H 1.725 1.078 0.220 0.45
H 1.971 2.567 1.114 0.48
N -0.160 -0.884 -1.249 -0.82
C 0.964 -1.753 -0.857 0.10
O 1.172 -2.624 -1.914 -0.69
H 0.097 -0.432 -2.129 0.42
H -0.932 -1.498 -1.519 0.43
H 1.851 -1.132 -0.648 0.14
H 0.708 -2.297 0.056 0.19
H 1.936 -3.191 -1.753 0.51
```

---

Record 2
Computed, not measured: 2 unconnected molecules or ions with the total composition C25H33BClO8P, with ωB97M-V with the def2-TZVPD basis set.

Calculated values
Orbital gap in eV: 9.0
E_HOMO in Eh: -0.3568
Charge: 0

XYZ file:
```
69
Properties=species:S:1:pos:R:3:nbo_charge:R:1
C -0.104 -5.252 -0.170 -0.65
C -1.361 -4.946 0.659 -0.06
O -2.245 -3.994 0.066 -0.70
B -1.709 -2.768 -0.241 1.18
O -2.141 -2.157 -1.406 -0.92
C -0.648 -2.094 0.732 -0.31
C -0.878 -1.877 2.091 -0.20
C 0.108 -1.318 2.893 -0.15
C 1.339 -0.977 2.357 -0.13
C 1.548 -1.184 0.995 -0.11
C 0.586 -1.739 0.172 -0.18
C 2.879 -0.753 0.442 0.57
O 2.922 -0.216 -0.636 -0.52
C 4.055 -0.994 1.340 -0.14
C 3.832 -0.798 2.708 -0.04
C 4.840 -0.999 3.634 -0.19
C 6.081 -1.418 3.178 -0.19
C 6.303 -1.612 1.823 -0.18
C 5.306 -1.410 0.869 0.00
C 5.658 -1.695 -0.575 -0.19
Cl 4.673 -3.088 -1.187 -0.07
C 5.667 -0.461 -1.518 -0.41
C 4.910 -0.632 -2.842 -0.60
C 2.454 -0.396 3.169 0.55
O 2.269 0.299 4.132 -0.50
H -0.260 -5.111 -1.240 0.22
H 0.740 -4.656 0.185 0.21
H 0.171 -6.291 0.026 0.22
H -1.930 -5.876 0.734 0.19
H -1.064 -4.694 1.682 0.18
H -1.421 -2.136 -2.045 0.50
H -1.830 -2.173 2.517 0.22
H -0.068 -1.153 3.951 0.23
H 0.819 -1.876 -0.879 0.22
H 4.696 -0.857 4.698 0.24
H 6.872 -1.603 3.895 0.22
H 7.280 -1.952 1.493 0.21
H 6.677 -2.078 -0.564 0.22
H 6.707 -0.277 -1.809 0.21
H 5.314 0.448 -1.035 0.23
H 5.411 -1.374 -3.471 0.20
H 3.877 -0.938 -2.707 0.23
H 4.930 0.302 -3.410 0.21
O -3.559 2.639 0.538 -1.02
P -4.008 3.164 -0.777 2.46
O -5.619 3.372 -0.635 -0.80
C -6.111 4.379 0.245 -0.07
C -5.836 5.782 -0.267 -0.64
O -3.973 1.833 -1.716 -0.82
C -3.381 0.616 -1.254 -0.06
C -4.403 -0.244 -0.532 -0.62
O -3.848 4.108 -2.120 -0.74
C -2.713 4.989 -2.203 -0.07
C -1.395 4.264 -2.011 -0.65
H -5.683 4.241 1.243 0.18
H -7.186 4.223 0.322 0.19
H -4.772 6.025 -0.183 0.19
H -6.388 6.521 0.315 0.22
H -6.114 5.875 -1.317 0.22
H -2.516 0.824 -0.622 0.18
H -3.007 0.088 -2.128 0.19
H -5.006 0.340 0.163 0.22
H -3.916 -1.050 0.012 0.20
H -5.093 -0.689 -1.251 0.21
H -2.817 5.790 -1.465 0.17
H -2.744 5.451 -3.189 0.20
H -1.325 3.820 -1.012 0.22
H -0.560 4.955 -2.127 0.22
H -1.291 3.456 -2.734 0.22
```

---

Record 3
Computed, not measured: a molecular structure, C15H21Cl5IO2P2Pd, with ωB97M-V with the def2-TZVPD basis set.

Calculated values
Orbital gap (alpha / beta) in eV: 5.2 / 4.4
Multiplicity: 5
E_HOMO (alpha / beta) in Eh: -0.6226 / -0.6404
Energy relative to the best compared isomer or geometry (same formula, charge and spin) in kcal/mol: 21.8
Charge: +3

XYZ file:
```
47
Properties=species:S:1:pos:R:3:nbo_charge:R:1
C -0.116 0.170 -2.712 -0.59
C -0.557 1.541 -1.863 0.82
H -0.078 0.557 -3.721 0.28
H -0.914 -0.535 -2.660 0.25
H 0.849 -0.332 -2.589 0.28
O 0.113 2.494 -2.149 -0.30
I -1.230 1.191 2.956 0.51
Pd 0.403 -2.934 0.151 0.83
P 2.153 -0.469 -0.270 0.76
C 3.158 0.976 0.348 -0.93
C 2.769 -1.690 0.925 -0.85
H 3.719 -2.133 0.671 0.28
H 4.285 -0.785 -1.554 0.27
H 2.057 -2.582 0.907 0.09
H 2.991 -1.731 -2.200 0.25
H 3.059 1.185 1.427 0.23
H 2.749 -1.329 1.947 0.26
C 3.218 -0.789 -1.723 -0.95
H 4.235 0.927 0.133 0.28
H 3.052 -0.025 -2.471 0.25
H 2.840 1.931 -0.096 0.25
P -1.969 -0.263 -0.192 0.71
C -2.921 1.205 0.457 -0.89
C -3.182 -0.444 -1.598 -0.91
H -2.016 -2.438 0.800 0.18
H -3.644 -1.652 0.998 0.27
H -2.280 -1.142 2.047 0.23
C -2.556 -1.503 1.044 -0.91
H -3.133 -1.453 -2.019 0.25
H -4.210 -0.204 -1.289 0.26
H -3.986 1.106 0.262 0.25
H -2.543 2.106 -0.018 0.23
H -2.879 0.289 -2.351 0.22
H -2.788 1.341 1.551 0.18
C 0.463 1.776 0.929 0.71
O -0.398 1.888 0.080 -0.54
Cl 1.440 -1.212 4.361 0.18
C 1.404 0.495 4.277 0.11
C 0.680 1.839 2.287 -0.44
C 1.340 3.058 2.655 -0.06
Cl 1.965 4.310 1.458 0.14
C 1.356 3.467 3.990 0.14
Cl 0.203 4.942 4.385 0.19
C 1.876 2.736 5.071 0.01
Cl 1.883 3.401 6.640 0.30
C 2.207 1.268 4.989 -0.26
Cl 3.704 0.862 5.819 0.17
```

---

Record 4
Computed, not measured: a molecular structure, H12Na7O10S, with ωB97M-V with the def2-TZVPD basis set.

Calculated values
Orbital gap in eV: 3.9
E_HOMO in Eh: -0.6904
Charge: +5

XYZ file:
```
30
Properties=species:S:1:pos:R:3:nbo_charge:R:1
Na -4.061 0.917 -4.026 1.00
Na -0.835 1.477 4.881 1.00
Na 2.608 2.743 -3.509 1.00
Na -2.092 5.564 -2.914 0.99
Na 2.099 5.195 1.059 1.00
Na -3.398 5.211 1.883 0.99
Na -5.046 -0.016 2.841 1.00
S -0.788 1.260 -0.191 2.63
O 0.390 0.674 0.369 -1.09
O -1.469 0.342 -1.084 -1.10
O -1.700 1.633 0.912 -1.21
O -0.372 2.445 -0.860 -1.20
O 4.470 2.304 0.073 -0.99
H 3.825 1.628 0.280 0.48
H 5.314 1.857 0.132 0.51
O 3.443 -1.462 3.755 -0.90
H 3.385 -0.712 4.346 0.45
H 2.620 -1.447 3.266 0.45
O 3.014 -1.091 -2.806 -0.97
H 2.399 -1.101 -2.072 0.47
H 2.850 -1.914 -3.267 0.50
O -0.290 -3.287 2.238 -0.91
H -0.022 -2.500 1.764 0.46
H -0.836 -2.962 2.954 0.45
O -0.446 -3.362 -2.732 -0.92
H -0.891 -3.518 -3.565 0.47
H -0.724 -2.484 -2.471 0.46
O -4.631 -2.347 -0.076 -0.97
H -3.903 -1.961 -0.563 0.47
H -4.914 -3.086 -0.614 0.50
```

---

Record 5
Computed, not measured: 2 unconnected molecules or ions with the total composition C4H10Cl2NP, with ωB97M-V with the def2-TZVPD basis set.

Calculated values
Orbital gap (alpha / beta) in eV: 7.5 / 8.2
Multiplicity: 3
E_HOMO (alpha / beta) in Eh: -0.2477 / -0.3660
Energy relative to the best compared isomer or geometry (same formula, charge and spin) in kcal/mol: 0.0
Charge: 0

XYZ file:
```
18
Properties=species:S:1:pos:R:3:nbo_charge:R:1
C 0.332 -1.450 -0.254 -0.61
C 0.821 0.839 -1.176 -0.62
C 1.473 0.267 1.180 -0.59
C 0.417 0.042 0.071 0.03
N -0.805 0.465 0.670 -0.44
P -2.885 0.044 -0.653 0.56
Cl -3.335 -1.667 0.245 -0.28
Cl -3.983 1.340 0.384 -0.28
H -0.281 -1.599 -1.138 0.21
H 1.323 -1.858 -0.437 0.21
H -0.120 -1.979 0.579 0.22
H 1.013 1.882 -0.921 0.21
H 0.019 0.800 -1.913 0.22
H 1.723 0.422 -1.617 0.22
H 1.192 -0.284 2.072 0.22
H 2.448 -0.069 0.840 0.21
H 1.532 1.324 1.433 0.21
H -0.882 1.480 0.635 0.31
```

---

Record 6
Computed, not measured: a molecular structure, C4H6O2, with ωB97M-V with the def2-TZVPD basis set.

Calculated values
Orbital gap in eV: 9.1
E_HOMO in Eh: -0.3081
Energy relative to the best compared isomer or geometry (same formula, charge and spin) in kcal/mol: 90.9
Charge: 0

XYZ file:
```
12
Properties=species:S:1:pos:R:3:nbo_charge:R:1
O -0.008 1.808 -0.010 -0.68
C -0.138 0.437 -0.029 0.21
C -0.394 -0.394 1.140 -0.47
C 0.889 -0.701 0.434 0.00
O 0.603 -1.449 -0.736 -0.52
C -0.111 -0.345 -1.312 -0.08
H -0.498 2.137 0.755 0.48
H -0.248 0.052 2.117 0.24
H -1.218 -1.094 1.045 0.24
H 1.686 0.018 0.375 0.22
H -1.097 -0.582 -1.708 0.17
H 0.533 0.114 -2.073 0.19
```

---

Record 7
Computed, not measured: C26H22N4O3 in the gas phase, with ωB97M-V with the def2-TZVPD basis set.

Calculated values
Orbital gap in eV: 8.5
E_HOMO in Eh: -0.3132
Energy relative to the best compared isomer or geometry (same formula, charge and spin) in kcal/mol: 0.0
Charge: 0

XYZ file:
```
55
Properties=species:S:1:pos:R:3:nbo_charge:R:1
O -0.878 -3.352 0.511 -0.63
C -0.635 -2.181 0.314 0.68
N 0.271 -1.751 -0.587 -0.64
H 0.490 -0.765 -0.659 0.43
C 1.294 -2.623 -1.135 -0.26
C 2.641 -2.094 -0.719 0.06
C 3.547 -1.614 -1.654 -0.25
C 4.739 -1.040 -1.245 -0.21
C 5.031 -0.932 0.104 -0.22
C 4.134 -1.415 1.043 -0.20
C 2.948 -1.996 0.633 -0.24
H 2.247 -2.364 1.368 0.23
H 4.355 -1.334 2.097 0.22
H 5.953 -0.471 0.424 0.22
H 5.438 -0.669 -1.980 0.21
H 3.318 -1.686 -2.708 0.21
H 1.111 -3.625 -0.734 0.24
H 1.209 -2.654 -2.226 0.20
C -1.353 -1.063 1.103 -0.18
N -0.602 0.185 1.005 -0.49
C 0.556 0.251 1.726 0.67
O 0.773 -0.422 2.714 -0.58
C 1.634 1.091 1.116 0.05
N 1.735 1.019 -0.212 -0.41
C 2.764 1.626 -0.775 0.02
C 3.707 2.306 -0.012 0.01
N 3.616 2.370 1.306 -0.37
C 2.590 1.760 1.874 0.03
H 2.525 1.803 2.952 0.21
H 4.555 2.804 -0.461 0.20
H 2.831 1.554 -1.851 0.21
C -0.974 1.206 0.113 0.28
C -1.509 0.932 -1.143 -0.27
C -1.885 1.972 -1.972 -0.18
C -1.728 3.287 -1.571 -0.23
C -1.199 3.563 -0.322 -0.20
C -0.837 2.531 0.522 -0.26
H -0.449 2.745 1.508 0.22
H -1.082 4.585 0.005 0.22
H -2.021 4.094 -2.226 0.22
H -2.300 1.749 -2.944 0.22
H -1.630 -0.087 -1.472 0.23
C -2.811 -0.882 0.762 0.02
C -3.471 -1.704 -0.138 -0.20
C -4.809 -1.503 -0.423 -0.30
C -5.509 -0.468 0.184 0.32
C -4.853 0.356 1.095 -0.27
C -3.522 0.142 1.381 -0.19
H -3.026 0.781 2.097 0.21
H -5.407 1.150 1.569 0.23
O -6.821 -0.228 -0.075 -0.66
H -7.156 -0.881 -0.701 0.48
H -5.314 -2.155 -1.123 0.21
H -2.948 -2.520 -0.612 0.23
H -1.282 -1.381 2.154 0.27
```